# 1
Computed, not measured: C30H51BrN4P2Pd as an isolated structure, with wB97M-V/def2-TZVPD.

Structure (ORCA input):
```
! wB97M-V def2-TZVPD RIJCOSX def2/J DEFGRID3
* xyz 2 3
C -3.86808 -2.60133 2.43165
C -2.79308 -3.26647 1.80916
C -3.05369 -4.36770 0.97201
C -4.34798 -4.42621 0.43964
N -5.31121 -3.56689 0.77966
C -5.11783 -2.74569 1.80967
C -1.45434 -2.88640 2.10958
C -0.39100 -2.24506 2.08658
C 0.94675 -1.80850 2.43104
C 1.80783 -0.83173 1.83820
C 3.09261 -0.60625 2.28872
C 3.51999 -1.23731 3.43920
C 2.74265 -2.23429 4.04558
C 1.48482 -2.51847 3.51104
Pd 1.06049 0.66235 -0.35376
P -1.19469 0.33859 -0.85150
H -2.27233 -5.09822 0.73072
H -3.70858 -1.95972 3.31371
H -4.59278 -5.14347 -0.33897
H -5.96489 -2.12671 2.10612
H 0.89290 -3.33545 3.93564
H 1.61190 -0.12260 1.00920
H 3.12993 -2.76495 4.91263
H 3.71568 0.12460 1.77321
C -1.12484 1.45082 -2.30586
C -2.17640 1.28659 -3.38954
H -0.11497 1.33682 -2.73411
H -1.12779 2.46823 -1.88758
H -1.96854 2.02284 -4.17669
H -2.15100 0.29037 -3.84807
H -3.18400 1.49112 -3.01040
C -1.65250 -1.33272 -1.39194
C -3.11535 -1.57229 -1.74443
H -1.31884 -2.00108 -0.58405
H -1.03307 -1.57751 -2.26113
H -3.21091 -2.53432 -2.26524
H -3.74869 -1.61200 -0.85156
H -3.50991 -0.80873 -2.42282
C -2.49806 0.87108 0.29739
C -3.76594 1.41580 -0.34568
H -2.05736 1.61481 0.97156
H -2.69623 -0.00030 0.94193
H -4.48716 1.67390 0.43963
H -3.56564 2.31664 -0.93744
H -4.25070 0.67549 -0.99135
Br 5.13990 -0.48762 4.16654
P 2.18980 -1.01814 -1.48931
C 1.32534 -1.21039 -3.04868
C 2.26308 -1.30998 -4.23716
H 0.61929 -0.37419 -3.16892
H 0.71149 -2.11550 -2.95360
H 1.67112 -1.37998 -5.15641
H 2.90820 -0.42939 -4.32772
H 2.88171 -2.21342 -4.18390
C 3.68540 -0.01544 -1.64498
C 4.98289 -0.77995 -1.82399
H 3.73624 0.63495 -0.75241
H 3.50158 0.66728 -2.48383
H 5.81723 -0.07034 -1.80387
H 5.15154 -1.50329 -1.01979
H 5.02693 -1.28643 -2.79326
C 2.42496 -2.63610 -0.74959
C 2.95808 -3.67541 -1.72924
H 1.45718 -2.94052 -0.32413
H 3.08535 -2.53063 0.11872
H 3.13713 -4.61683 -1.20213
H 2.24223 -3.88346 -2.52997
H 3.91324 -3.37085 -2.17005
C -0.02874 5.05668 -0.71045
N 0.15367 4.74762 0.70678
C 0.51874 5.87126 1.54910
C 0.39336 3.45036 1.10075
N 0.89843 2.66467 0.16930
N 0.01287 3.04912 2.33580
C -0.71102 3.92562 3.25980
C 0.16739 1.64823 2.72094
H -0.54296 6.02957 -0.77259
H -0.65486 4.28725 -1.22292
H 0.95372 5.15149 -1.22318
H -0.36416 6.47975 1.78718
H 1.01299 5.54483 2.47570
H 1.20088 6.52892 0.99453
H 1.11027 3.21499 -0.65850
H -1.32752 3.29089 3.91263
H -0.03786 4.49643 3.92421
H -1.35991 4.62495 2.70893
H -0.43357 0.96759 2.08833
H 1.20169 1.29884 2.68301
H -0.17048 1.50889 3.74700
*
```

Results
HOMO (spin up / spin down) in eV: -12.989 / -13.665
Relative energy (zero: lowest compared OMol25 entry of this formula, charge and spin) in kJ/mol: 0.0
HOMO-LUMO gap (spin up / spin down) in Eh: 0.3045 / 0.2000



# 2
Computed, not measured: C30H51CdN8OS3Si2 as an isolated structure, with wB97M-V/def2-TZVPD.

Structure (ORCA input):
```
! wB97M-V def2-TZVPD RIJCOSX def2/J DEFGRID3
* xyz 1 1
Cd -0.06729 -0.67774 -0.26880
C -1.19279 4.40201 3.98882
C 0.04764 3.66421 3.65244
N 1.12892 3.61236 4.36304
N 1.97446 2.82805 3.62897
C 1.46187 2.41215 2.46023
S 2.13689 1.42977 1.28049
N 0.21346 2.95930 2.48407
N -0.75961 2.78064 1.49667
H -1.08997 4.83291 4.98067
H -2.05424 3.73390 3.96448
H -1.36885 5.20561 3.27206
H 2.90995 2.64991 3.95208
H -0.86647 3.66074 0.99859
H -0.34904 2.11585 0.83622
C 3.44260 -2.22494 0.99960
Si 2.14782 -3.26475 0.13194
C 3.05952 -4.75247 -0.55907
C 0.89921 -3.92720 1.36802
C 1.27633 -2.21653 -1.15733
C 2.16675 -1.23162 -1.84795
C 3.29341 -1.58516 -2.60451
C 4.03088 -0.60207 -3.23402
C 3.64180 0.72795 -3.11621
C 2.52647 1.00476 -2.35351
N 1.81532 0.06150 -1.73527
Si 0.22788 -3.10364 -2.44398
C 1.24627 -4.09618 -3.66307
C -0.68250 -1.79365 -3.44304
C -0.97171 -4.28388 -1.62582
H 4.08825 -2.84866 1.62305
H 3.01972 -1.44816 1.63478
H 4.08090 -1.71734 0.27092
H 3.59787 -5.25205 0.25153
H 3.79691 -4.48033 -1.31700
H 2.37694 -5.48318 -0.99662
H 1.41163 -4.25175 2.27859
H 0.37975 -4.79647 0.96169
H 0.13971 -3.19329 1.65052
H 3.57318 -2.62579 -2.69024
H 4.90726 -0.86627 -3.81260
H 4.19445 1.52292 -3.59680
H 2.18125 2.02379 -2.21203
H 1.88322 -3.45749 -4.27860
H 0.57942 -4.64210 -4.33666
H 1.88200 -4.82856 -3.16446
H 0.02069 -1.24932 -4.08036
H -1.18883 -1.05795 -2.81065
H -1.43720 -2.24747 -4.09127
H -0.45614 -5.19180 -1.30428
H -1.74909 -4.58250 -2.33435
H -1.46188 -3.85418 -0.75209
C -5.59267 -0.11567 -0.65893
N -4.75161 0.19430 0.48691
C -5.13740 0.94545 1.58443
C -4.13015 0.91673 2.46350
N -3.11762 0.12498 1.91419
C -3.51346 -0.32120 0.67680
S -2.73514 -1.35668 -0.38471
C -1.98894 -0.29439 2.67810
C -2.18531 -0.46860 4.04404
C -1.11989 -0.86751 4.82731
C 0.09651 -1.11615 4.21827
C 0.17936 -0.95606 2.85037
N -0.83092 -0.53224 2.07758
H -6.33773 0.66877 -0.76657
H -6.08571 -1.07703 -0.52061
H -4.97398 -0.17600 -1.55086
H -6.08776 1.44671 1.63084
H -4.02369 1.41266 3.40886
H -3.16494 -0.34105 4.47731
H -1.25157 -1.01253 5.89140
H 0.95924 -1.44356 4.78032
H 1.10417 -1.16504 2.34018
C -4.03731 4.10511 -0.28941
C -4.05423 3.66085 -1.75094
C -3.20078 2.42717 -2.04372
S -1.46785 2.65946 -1.57932
O -0.88187 1.28071 -1.40785
C -0.79656 3.23798 -3.14848
C -0.68816 2.15160 -4.21039
C 0.11273 2.65045 -5.41098
H -4.76778 4.89619 -0.12160
H -3.06066 4.48960 0.00436
H -4.27978 3.27458 0.37599
H -3.73018 4.48838 -2.38793
H -5.07847 3.42900 -2.04897
H -3.24087 2.15701 -3.09760
H -3.49667 1.56109 -1.44901
H 0.19328 3.62674 -2.89920
H -1.42340 4.08175 -3.45359
H -1.67962 1.83767 -4.54145
H -0.20518 1.27845 -3.76963
H -0.34932 3.53301 -5.85717
H 0.17380 1.87959 -6.17788
H 1.13044 2.91503 -5.11848
*
```

Results
HOMO in eV: -10.100
Relative energy (zero: lowest compared OMol25 entry of this formula, charge and spin) in kJ/mol: 24.5
HOMO-LUMO gap in Eh: 0.2871



# 3
Computed, not measured: a 6-piece molecular cluster, C30H51F5O19S5 overall, with wB97M-V/def2-TZVPD.

Structure (ORCA input):
```
! wB97M-V def2-TZVPD RIJCOSX def2/J DEFGRID3
* xyz 0 1
C -3.98583 1.47908 3.80546
C -2.74220 0.53687 3.90590
O -1.59274 1.23489 3.45226
C -3.00783 -0.65662 3.01166
O -2.16793 -1.78194 3.22187
C -0.84300 -1.57162 2.94968
C 0.01996 -1.60738 4.04925
C 1.38713 -1.41113 3.89721
C 1.93995 -1.15473 2.64933
C 1.07579 -1.10431 1.55742
C -0.29856 -1.31749 1.69681
C -1.10285 -1.26035 0.44155
O -2.02979 -1.98622 0.22128
C -0.60251 -0.21769 -0.54969
C 0.70598 -0.00093 -0.64975
C 1.32401 1.02141 -1.56065
F 2.42682 0.58242 -2.17222
F 1.69847 2.08647 -0.78480
C 0.37561 1.60165 -2.63984
F -0.17144 0.59668 -3.31844
F 1.11268 2.33509 -3.48124
F -0.56467 2.38828 -2.14071
C 1.61468 -0.80691 0.21851
O 2.68637 -1.20302 -0.14561
H -4.72113 1.00387 3.15915
H -4.44582 1.69692 4.76247
H -3.67646 2.37686 3.27918
H -2.65751 0.23155 4.95152
H -1.60160 2.12311 3.81590
H -4.01709 -0.98733 3.23268
H -3.01542 -0.32172 1.97230
H -0.35630 -1.78105 5.04664
H 2.05606 -1.41757 4.74566
H 2.99731 -0.98162 2.51376
H -1.32037 0.34668 -1.12547
O 5.45157 0.78280 2.11124
S 6.09212 1.00605 0.84787
O 7.52000 0.99405 0.75833
O 5.54586 2.37433 0.24268
C 5.60642 3.54708 1.07700
C 7.00022 4.13934 1.14398
C 5.40593 -0.06413 -0.35944
H 5.22427 3.31080 2.07142
H 4.91782 4.25719 0.62267
H 7.68647 3.47776 1.67069
H 6.97431 5.09451 1.66939
H 7.39855 4.29540 0.14158
H 4.32634 -0.00776 -0.29709
H 5.74402 -1.07239 -0.13175
H 5.76045 0.23808 -1.34179
O 2.59238 1.29133 8.25810
S 2.43551 -0.10443 8.52717
O 2.27599 -1.03288 7.45089
O 1.23919 -0.29553 9.55682
C -0.02466 0.32035 9.23320
C -0.79741 -0.45604 8.18522
C 3.73120 -0.65927 9.57860
H 0.13940 1.35353 8.92365
H -0.57877 0.34360 10.16933
H -0.29767 -0.41714 7.21749
H -1.79675 -0.03468 8.07158
H -0.88431 -1.50448 8.47000
H 3.82135 0.02715 10.41558
H 4.64387 -0.66199 8.98704
H 3.49899 -1.66490 9.91842
O -1.02970 0.73660 -8.92644
S 0.37984 0.94330 -9.06693
O 1.27116 -0.17434 -9.08254
O 0.85504 1.97974 -7.96072
C 0.50447 1.69388 -6.58904
C 1.38867 0.63092 -5.97190
C 0.69658 1.95486 -10.47091
H -0.55016 1.41818 -6.53099
H 0.62272 2.63591 -6.05824
H 1.21857 -0.33877 -6.43994
H 1.18620 0.54725 -4.92400
H 2.44279 0.87499 -6.10740
H 0.04263 2.82136 -10.43372
H 0.48488 1.35455 -11.35273
H 1.74194 2.25088 -10.45833
O -2.35724 -4.71348 -4.98130
S -0.96107 -4.41925 -5.09510
O -0.00677 -5.48101 -5.17473
O -0.55046 -3.43254 -3.91974
C -0.88100 -3.81021 -2.56451
C 0.07227 -4.84843 -2.00741
C -0.69387 -3.29940 -6.42660
H -1.91591 -4.14906 -2.51094
H -0.80812 -2.89402 -1.98356
H -0.04173 -5.80509 -2.51577
H -0.12378 -4.99927 -0.94529
H 1.10657 -4.52900 -2.13785
H -1.39586 -2.47484 -6.33938
H -0.86586 -3.84960 -7.34867
H 0.33299 -2.94606 -6.38580
O -3.92689 0.35881 -1.23380
S -4.94767 1.09927 -0.56041
O -5.43254 0.62324 0.69789
O -6.16142 1.39101 -1.53232
C -6.76561 0.26364 -2.21147
C -7.68419 -0.53095 -1.30633
C -4.41568 2.76811 -0.38403
H -5.98554 -0.36521 -2.64258
H -7.32881 0.69656 -3.03524
H -7.12512 -1.04076 -0.52277
H -8.21888 -1.28169 -1.88779
H -8.40712 0.12526 -0.82185
H -4.07320 3.13057 -1.34932
H -3.59961 2.76981 0.33642
H -5.24594 3.36436 -0.01482
*
```

Results
HOMO in eV: -9.225
Relative energy (zero: lowest compared OMol25 entry of this formula, charge and spin) in kJ/mol: 0.0
HOMO-LUMO gap in Eh: 0.3010
SMILES: C[C@H](O)COc1cccc2c1C(=O)C=C(C(F)(F)C(F)(F)F)C2=O.CCOS(C)(=O)=O.CCOS(C)(=O)=O.CCOS(C)(=O)=O.CCOS(C)(=O)=O.CCOS(C)(=O)=O



# 4
Computed, not measured: a 7-piece molecular cluster, C30H51F7NO6 overall, with wB97M-V/def2-TZVPD.

Structure (ORCA input):
```
! wB97M-V def2-TZVPD RIJCOSX def2/J DEFGRID3
* xyz -1 1
C -4.39753 -0.58425 -2.62227
C -3.84525 -0.36708 -1.43505
C -3.11006 0.39095 -0.18278
N -1.63239 0.45496 -0.30241
C -1.17195 1.42506 -1.29400
F 0.29779 1.48909 -1.14963
F -1.37954 1.01468 -2.69149
C -1.68421 2.94037 -1.08864
F -3.04554 3.16657 -1.56333
F -0.85776 3.76512 -1.98078
C -1.42918 3.55006 0.39183
F -2.04587 4.87396 0.39711
F -2.04014 2.82197 1.45092
F -0.01852 3.81147 0.61695
H -4.63844 -0.90523 -3.70790
H -3.32813 -0.30070 0.73232
H -3.62353 1.39748 0.08176
C -0.98760 9.05895 1.77216
C -1.53548 7.65397 1.67228
C -2.16158 7.46134 3.03842
O -2.59988 8.75430 3.48054
C -2.04282 9.75023 2.61156
H -0.83107 9.53956 0.80443
H -0.03194 9.04746 2.30793
H -2.30852 7.61168 0.89776
H -0.77901 6.90243 1.44053
H -1.42874 7.09028 3.76297
H -3.00994 6.77297 3.01743
H -2.85354 10.14057 1.98688
H -1.63491 10.57142 3.20635
C -5.72707 13.88954 1.44491
C -6.33010 12.50459 1.41960
C -5.35860 11.75361 0.53205
O -4.07151 12.35877 0.71893
C -4.24241 13.58702 1.43903
H -6.03650 14.48806 2.30406
H -6.00192 14.43093 0.53305
H -6.32114 12.07776 2.42827
H -7.35596 12.47815 1.04690
H -5.62593 11.85508 -0.52520
H -5.30339 10.69003 0.77694
H -3.86491 13.43395 2.45602
H -3.65482 14.37651 0.96430
C 3.29845 -2.24382 -0.78374
C 2.18839 -1.70768 -1.65720
C 1.00276 -2.52358 -1.20404
O 1.21796 -2.83674 0.18026
C 2.57038 -2.50664 0.51927
H 4.14122 -1.55867 -0.66982
H 3.67601 -3.18502 -1.19994
H 2.01762 -0.64959 -1.43237
H 2.38724 -1.80284 -2.72656
H 0.93289 -3.46954 -1.75293
H 0.06035 -1.98236 -1.31908
H 2.54675 -1.60938 1.14744
H 3.01717 -3.32306 1.09370
C 4.23386 -6.81700 0.99826
C 5.42834 -6.99645 0.09036
C 4.82963 -7.76359 -1.07156
O 3.45778 -7.35930 -1.17369
C 3.10956 -6.61567 0.00403
H 4.33557 -5.98668 1.69972
H 4.06390 -7.73333 1.57381
H 5.78447 -6.01853 -0.25148
H 6.26398 -7.51880 0.56070
H 4.84774 -8.84334 -0.88691
H 5.34324 -7.56277 -2.01560
H 3.01630 -5.56208 -0.28112
H 2.14571 -6.96004 0.38535
C -0.39126 -5.73343 3.91830
C -0.99459 -7.11827 3.89338
C -0.01983 -7.87142 3.01097
O 1.26684 -7.26668 3.20162
C 1.09303 -6.03604 3.91883
H -0.70382 -5.13314 4.77488
H -0.66229 -5.19399 3.00453
H -0.98978 -7.54329 4.90314
H -2.01893 -7.14498 3.51667
H -0.28315 -7.77174 1.95256
H 0.03399 -8.93480 3.25811
H 1.46683 -6.18708 4.93769
H 1.68215 -5.24746 3.44466
C 4.43711 -7.96300 -5.29572
C 3.18538 -8.29608 -4.51761
C 2.32872 -7.07007 -4.75760
O 2.68370 -6.56286 -6.05243
C 3.87637 -7.22381 -6.49395
H 5.02819 -8.83821 -5.57344
H 5.07286 -7.29267 -4.70680
H 2.70347 -9.17944 -4.95105
H 3.36448 -8.48992 -3.45857
H 2.53997 -6.28743 -4.02167
H 1.25945 -7.29377 -4.73090
H 3.59741 -7.91884 -7.29383
H 4.57599 -6.48873 -6.89931
*
```

Results
HOMO in eV: -4.258
HOMO-LUMO gap in Eh: 0.2372



# 5
Computed, not measured: a 3-piece molecular cluster, C30H51N3O8PS3 overall, with wB97M-V/def2-TZVPD.

Structure (ORCA input):
```
! wB97M-V def2-TZVPD RIJCOSX def2/J DEFGRID3
* xyz 1 1
C 1.70460 -3.21520 3.27167
C 2.63979 -2.51670 3.02835
C 3.73542 -1.63321 2.62821
C 3.69191 -1.17513 1.10935
P 5.11181 -2.09528 0.37686
O 4.96829 -3.53528 0.63621
O 6.42893 -1.54084 1.10203
O 5.29269 -1.72626 -1.15147
C 2.29682 -1.51072 0.60298
C 1.84842 -2.77396 -0.01258
C 1.94295 -2.80994 -1.57612
N 3.11087 -3.52550 -2.05950
N 1.51389 -0.51011 0.84306
C 0.06363 -0.54440 0.60876
C -0.35906 -0.09777 -0.80094
C -1.64991 -0.84319 -1.18856
S -3.05092 0.12897 -1.80146
C -3.55500 1.22671 -0.45881
S -2.92659 2.73148 -0.41427
N -4.54041 0.82688 0.43916
C -5.84621 1.47742 0.17136
C -6.14082 2.63011 1.12112
C -4.66634 -0.63015 0.60755
C -5.34285 -0.92311 1.94752
C 2.17280 0.71968 1.39941
O 1.68595 1.80186 0.69814
C 0.72708 2.59710 1.42306
C 1.32438 3.44832 2.55312
C 2.78006 3.88206 2.31986
C 3.65694 0.37575 0.97302
S 3.71219 0.79644 -0.84616
C 4.78946 1.20448 1.56339
C 5.53372 0.91283 2.63895
H 0.85590 -3.84103 3.42654
H 4.68718 -2.10609 2.85006
H 3.65257 -0.73472 3.23338
H 6.81085 -2.30650 1.55777
H 6.11820 -2.11319 -1.47752
H 2.47224 -3.58347 0.36247
H 0.82488 -3.01694 0.25504
H 1.83751 -1.82827 -2.03362
H 1.07230 -3.38284 -1.88557
H 2.83589 -4.41033 -2.46188
H 3.58888 -2.99946 -2.77545
H -0.40477 0.06599 1.37723
H -0.28273 -1.55623 0.78797
H -0.53345 0.97605 -0.82791
H 0.46216 -0.31385 -1.47941
H -1.42131 -1.56076 -1.97556
H -2.00740 -1.44487 -0.35414
H -6.65373 0.75392 0.26169
H -5.88346 1.86676 -0.84740
H -6.26136 2.28146 2.14567
H -7.07255 3.11375 0.82310
H -5.35173 3.37646 1.08316
H -5.27268 -1.07787 -0.18232
H -3.67962 -1.07917 0.64936
H -5.30810 -1.98360 2.18687
H -6.38603 -0.61012 1.94424
H -4.85655 -0.36021 2.74404
H 2.03062 0.82376 2.47520
H 0.28585 3.26189 0.68486
H -0.09254 1.99637 1.82134
H 1.18938 2.94133 3.50928
H 0.71216 4.34751 2.59755
H 3.44758 3.25953 2.91508
H 2.93470 4.89827 2.67009
H 3.04554 3.78134 1.27092
H 4.94843 1.29801 -0.89096
H 4.97529 2.14347 1.05804
H 5.12907 0.42059 3.51352
H 6.57926 1.18618 2.69867
O -1.55003 5.65720 -0.29888
C -2.43790 6.43314 -0.51199
O -2.35610 7.73364 -0.16685
C -3.60133 8.40369 -0.44340
C -4.28478 7.54765 -1.50187
C -3.78751 6.14778 -1.14146
H -4.17501 8.45707 0.48377
H -3.38858 9.41372 -0.78286
H -5.36746 7.65167 -1.50249
H -3.92004 7.82267 -2.49211
H -4.42015 5.66273 -0.39598
H -3.67624 5.50072 -2.00695
O -0.29154 -5.22128 -1.70219
C -0.06130 -5.91272 -2.65448
O 0.83763 -5.55475 -3.59794
C 0.83554 -6.51474 -4.67771
C 0.26532 -7.78933 -4.06978
C -0.70057 -7.23476 -3.02207
H 0.21382 -6.12134 -5.48331
H 1.85138 -6.63378 -5.04445
H -0.19950 -8.44169 -4.80480
H 1.05887 -8.35084 -3.57583
H -1.68992 -7.03605 -3.43672
H -0.78859 -7.87211 -2.14733
*
```

Results
HOMO in eV: -10.103
HOMO-LUMO gap in Eh: 0.2704



Computed values of largest force on an atom (unit: eV/A) for the preceding records, in sequence: 3.5; 0.4; 1.4; 6.8; 1.8.